No. 1
The following is a DFT calculation (ωB97M-V/def2-TZVPD) of a molecular structure, C4H7N3O at a distorted geometry.

Last column: Löwdin charge in e.
Element x y z (Å)
O  1.94519  1.55054  -0.25627  -0.0220
N  -1.54471  0.36130  -0.04574  -0.1005
N  0.04417  -1.29926  0.19032  0.0591
N  2.03839  -0.92618  -0.43750  0.1001
C  1.04542  -0.42176  0.14627  -0.5936
C  1.04426  0.93154  0.45361  -0.1571
C  -2.93606  0.63158  -0.19675  -0.2043
C  -1.31606  -0.89106  0.17629  -0.2440
H  -3.56829  -0.42666  0.04819  0.0813
H  3.16878  -0.42302  0.15955  0.2798
H  1.90482  -2.00345  -0.13712  0.1750
H  -2.90904  0.91506  -1.51925  0.1608
H  0.68457  1.43911  1.53974  0.1905
H  -3.23803  1.48543  0.50530  0.0724
H  -2.39463  -1.84363  0.02770  0.2025

Values from the calculation:
ΔE to the lowest compared entry with this formula, charge and spin   184.1 kcal/mol
Gap between HOMO and LUMO   7.92 eV
DFT total energy   -10771.76447 eV

=====

No. 2
The following is a DFT calculation (ωB97M-V/def2-TZVPD) of a molecular structure, C39H29CoIN6O8S at a distorted geometry.

Last column: Löwdin charge in e.
Element x y z (Å)
I  -4.89267  -4.27786  5.31148  0.8996
Co  0.20755  -0.31082  0.29186  0.7505
S  4.21887  2.06658  -2.04995  0.6575
O  1.77411  -0.30159  -0.67232  -0.1372
O  0.51162  1.68342  -0.00425  -0.0165
O  -2.60763  1.64704  2.22247  0.0913
O  -1.30714  0.18272  1.21244  -0.1487
O  -0.75098  -7.35337  -0.28944  0.0950
O  3.93451  3.45504  -1.82931  -0.2822
O  4.95507  1.65771  -3.20313  -0.2629
O  -2.70030  -7.17070  0.61243  0.1169
N  0.82982  0.20840  6.19603  0.1675
N  -1.71037  -6.71319  0.09233  -0.3402
N  -1.63078  -1.19343  -0.78881  0.1115
N  2.80315  1.22386  -1.95042  0.0361
N  1.00438  -0.13740  2.05882  0.0132
N  0.53109  -2.31506  0.14769  0.0734
C  -2.73480  -0.55048  -1.11800  -0.0618
C  -2.22728  0.50451  2.08143  -0.5516
C  -1.72111  -2.50213  -0.51867  -0.1499
C  -2.82120  -0.63393  2.85840  -0.1218
C  4.23589  -0.05376  1.21612  -0.0130
C  -1.67200  -5.25142  -0.11533  -0.0603
C  -2.29798  -1.91955  2.78933  -0.0322
C  -0.45332  2.24707  -2.11902  -0.1513
C  0.96530  3.86198  -0.72759  0.0233
C  -2.89966  -3.23626  -0.62148  -0.1126
C  -1.14851  0.77026  -3.88576  -0.0609
C  1.73161  -2.84340  0.31233  -0.0843
C  4.93088  1.37541  -0.58135  -0.2043
C  -0.40880  0.99951  -2.73753  -0.0458
C  0.79826  1.21898  4.02102  0.0330
C  -0.42136  -4.53200  -0.00797  -0.0407
C  5.49082  0.12262  1.78824  -0.0524
C  -1.22745  3.26748  -2.67207  -0.0082
C  1.15782  -1.20615  2.86738  -0.1138
C  0.91970  0.10135  4.86019  -0.2895
C  -4.06530  -2.53735  -0.97183  0.0358
C  -3.94099  -0.39880  3.64843  -0.0022
C  -1.94775  1.77711  -4.41086  -0.0581
C  3.97708  0.55767  0.00069  -0.1202
C  -4.53628  -1.43401  4.35225  -0.1325
C  -4.00155  -2.71354  4.27050  -0.7425
C  0.83994  1.06219  2.66470  -0.0679
C  1.93582  -4.22375  0.30406  0.0123
C  -2.87784  -2.96369  3.49333  -0.1467
C  0.34007  2.51757  -0.90077  -0.2963
C  2.78082  0.47918  -0.89327  -0.4375
C  6.17817  1.56688  -0.02803  -0.0127
C  0.86363  -5.07386  0.18717  0.0535
C  -1.98725  3.02522  -3.80401  -0.0544
C  -2.84906  -4.64758  -0.36775  0.0938
C  1.14399  -1.13485  4.23304  0.0190
C  6.45475  0.90877  1.16515  -0.0487
C  -3.97941  -1.18842  -1.21131  0.0104
C  -0.51014  -3.14089  -0.09834  -0.1163
H  -1.25922  4.24368  -2.20706  0.1189
H  3.47290  -0.62731  1.72185  0.0848
H  -1.42095  -2.10433  2.18466  0.0872
H  -5.01029  -3.06086  -1.04102  0.1331
H  1.00346  -6.14289  0.20872  0.1185
H  -2.60033  3.81324  -4.21923  0.1126
H  1.31206  -2.15939  2.39816  0.0981
H  -4.85174  -0.60956  -1.47814  0.1227
H  -3.75472  -5.23783  -0.40856  0.1440
H  -1.09002  -0.19063  -4.38019  0.1144
H  1.29245  -2.03446  4.81454  0.1249
H  -4.33887  0.60597  3.69839  0.1252
H  -5.41155  -1.24726  4.95875  0.0981
H  0.91313  -0.59732  6.78908  0.1178
H  0.73769  1.91178  2.01406  0.1187
H  -2.46438  -3.96234  3.43895  0.0910
H  -2.52960  1.59473  -5.30482  0.1117
H  7.42888  1.02048  1.62185  0.1141
H  -2.63865  0.51042  -1.30978  0.1278
H  2.93961  -4.60798  0.41255  0.1263
H  1.71016  3.82535  0.06251  0.0976
H  0.19437  4.58962  -0.46082  0.1055
H  6.91091  2.20719  -0.49978  0.1300
H  1.43042  4.18096  -1.65944  0.0992
H  2.54708  -2.15409  0.46702  0.1096
H  0.62744  1.09090  6.63051  0.1195
H  0.25422  0.23492  -2.36118  0.0938
H  0.64782  2.20706  4.43351  0.1299
H  5.72533  -0.35970  2.72784  0.1096

Values from the calculation:
ΔE to the lowest compared entry with this formula, charge and spin   56.7 kcal/mol
Gap between HOMO and LUMO (alpha / beta)   6.69 / 6.74 eV
Total charge   +1
DFT total energy   -122789.49778 eV

=====

No. 3
The following is a DFT calculation (ωB97M-V/def2-TZVPD) of 2 unconnected molecules or ions with the total composition C3H6N2O2 at a distorted geometry.

Last column: Löwdin charge in e.
Element x y z (Å)
O  1.61118  0.77660  0.32021  0.0102
O  -0.43651  1.82808  0.63360  0.0402
N  -0.63650  -0.73697  -1.52127  -0.0511
N  -0.13100  0.44212  -1.21441  -0.0302
C  0.18375  0.63773  0.22485  -0.6097
C  -0.36630  -0.65567  0.86114  -0.0237
C  -0.81334  -1.40969  -0.46189  -0.1125
H  -1.31770  -0.47872  1.39130  0.1258
H  -1.32826  -2.36179  -0.58054  0.1008
H  0.28968  -0.99593  1.58967  0.0826
H  -0.19465  2.52020  0.00791  0.1030
H  1.84082  -0.00646  0.78893  0.0639
H  1.29882  0.44050  -2.03951  0.3007

Values from the calculation:
ΔE to the lowest compared entry with this formula, charge and spin   135.0 kcal/mol
Gap between HOMO and LUMO (alpha / beta)   8.54 / 8.54 eV
DFT total energy   -10278.94276 eV

=====

No. 4
The following is a DFT calculation (ωB97M-V/def2-TZVPD) of 4 unconnected molecules or ions with the total composition C5H19N2O4 at a distorted geometry.

Last column: Löwdin charge in e.
Element x y z (Å)
O  1.94260  1.88350  1.29453  -0.1068
O  3.23773  -1.00133  1.34012  -0.0838
O  -0.41797  2.03344  -0.01729  -0.3320
O  -1.42641  2.94001  2.20206  -0.1347
N  -2.24628  -0.68024  0.85883  0.0020
N  0.62652  -1.77605  -0.96252  -0.1018
C  -1.76257  -1.03915  -0.50575  -0.2216
C  -0.09199  0.37621  -1.84486  -0.1356
C  -0.32869  -0.64722  -0.78094  -0.3886
C  0.69057  -2.70376  0.16044  -0.1412
C  -0.15604  1.95686  -1.32280  -0.4047
H  -1.75959  2.15732  1.75452  -0.0207
H  1.74719  -2.91806  0.34060  0.0553
H  1.91956  1.56177  2.19827  0.0201
H  -3.21127  -0.39795  0.78955  0.0488
H  0.36839  -2.20588  1.07910  0.0863
H  -1.85754  -2.12898  -0.53231  0.0879
H  0.94174  0.36559  -2.17989  0.0814
H  2.72825  -1.30448  0.57984  -0.0094
H  -0.77549  2.57943  -1.99333  0.0726
H  -0.70395  0.34748  -2.75932  0.0885
H  -1.66096  0.01779  1.28983  0.0374
H  -0.82998  3.15434  1.43071  0.0215
H  0.11717  -0.20254  0.13046  0.1226
H  1.07808  1.80553  0.79275  -0.0004
H  2.91096  -0.08175  1.40031  0.0055
H  -2.48354  -0.67316  -1.24260  0.1047
H  0.85216  2.33025  -1.67539  0.0829
H  0.48541  -2.15817  -1.89074  0.0982
H  0.06595  -3.59079  0.06582  0.0658

Values from the calculation:
ΔE to the lowest compared entry with this formula, charge and spin   30.9 kcal/mol
Gap between HOMO and LUMO   7.76 eV
Total charge   -1
DFT total energy   -16663.37669 eV

=====

No. 5
The following is a DFT calculation (ωB97M-V/def2-TZVPD) of a molecular structure, C31H30BCo2F3O8 at a distorted geometry.

Last column: Löwdin charge in e.
Element x y z (Å)
Co  5.65254  0.06522  1.93956  0.0636
Co  5.79044  0.59908  -0.44725  0.0683
F  -5.07151  -1.66425  1.56924  0.1166
F  -4.36310  -2.04352  3.61505  0.1163
F  -3.61565  -3.25649  1.94750  0.1214
O  8.28442  -0.78177  -1.02891  0.1345
O  6.52267  -2.60823  1.15077  0.1037
O  5.96236  -0.04425  4.81518  0.1263
O  -0.20790  2.93621  0.29645  0.1391
O  8.29444  1.22630  1.80296  0.1212
O  6.46510  3.41206  -0.19010  0.1166
O  1.03465  2.55441  2.24358  0.0983
O  4.56442  0.21988  -3.03872  0.1399
C  -2.59901  -0.54488  0.79944  0.0131
C  1.71957  -4.19112  0.82615  -0.0982
C  0.52721  5.08296  -0.35893  0.0010
C  7.22488  0.78588  1.75231  -0.2658
C  2.64675  -3.24416  0.39297  -0.0831
C  1.81233  -1.54146  1.99549  -0.1925
C  7.29277  -0.25074  -0.74295  -0.1972
C  0.82825  -3.79475  1.84094  -0.0984
C  0.88093  4.99513  2.57025  -0.0348
C  1.47539  3.85477  1.77255  -0.4140
C  6.23392  2.29696  -0.38830  -0.1661
C  -1.57052  0.35648  0.58664  0.0100
C  5.78994  0.00171  3.68367  -0.1544
C  -2.03375  -0.60976  3.14265  -0.0094
C  -1.05732  0.36271  2.92609  -0.0757
C  0.90813  -2.54365  2.45144  -0.0496
C  2.94552  0.56736  2.13664  -0.1145
C  -0.52004  2.00336  6.09886  -0.0508
C  1.95273  3.02256  -0.63451  0.0076
C  2.98281  3.96745  1.97075  0.0056
C  1.96510  -0.20667  2.61583  -0.0842
C  5.02152  0.39665  -2.01064  -0.1447
C  -2.84625  -1.00747  2.08297  -0.1165
C  0.95759  3.77931  0.26411  -0.4545
C  2.65933  -1.94653  0.93086  -0.0369
C  3.99302  0.98467  1.46130  -0.1389
C  -0.95474  2.76779  4.96278  -0.0418
C  -2.29607  2.79274  4.35819  -0.0510
C  6.16073  -1.52964  1.39573  -0.1875
C  -0.81722  0.86760  1.64890  -0.0583
C  -3.96797  -1.98283  2.31268  -0.5206
B  0.14313  2.04077  1.28889  -0.5814
H  -0.05222  5.67517  0.35862  0.0796
H  -2.91590  3.63336  4.73140  0.1219
H  3.40917  -3.52124  -0.34390  0.1060
H  -2.86076  1.86193  4.54859  0.0954
H  3.39892  -1.23504  0.55021  0.0703
H  1.38097  0.07358  3.48930  0.0847
H  3.46374  4.34255  1.05929  0.0933
H  -0.48065  0.72044  3.77540  0.0801
H  -2.21584  -1.00439  4.13881  0.1248
H  -0.11299  4.86646  -1.22153  0.1021
H  3.42297  3.00881  2.26342  0.0629
H  0.26961  -2.31855  3.30879  0.0964
H  -1.35775  0.73840  -0.41257  0.1276
H  1.43322  2.75150  -1.56851  0.1107
H  -0.38273  2.69246  6.94027  0.1232
H  -3.17618  -0.89937  -0.05017  0.1310
H  3.24609  4.67201  2.76875  0.0900
H  -1.24094  1.22327  6.35891  0.1029
H  -0.30320  3.57008  4.61870  0.1020
H  1.22610  4.96948  3.60770  0.0864
H  2.83779  3.63288  -0.86812  0.0949
H  3.99081  1.88147  0.79409  0.0366
H  -0.20429  4.97874  2.55990  0.0873
H  0.11979  -4.54179  2.19229  0.0957
H  2.27332  2.07418  -0.16217  0.0827
H  1.40361  5.65931  -0.68015  0.1017
H  -2.25073  2.92693  3.25318  0.1123
H  0.45984  1.57154  5.87879  0.1140
H  1.21953  5.96035  2.18898  0.1007
H  1.69520  -5.19226  0.38105  0.1006

Values from the calculation:
ΔE to the lowest compared entry with this formula, charge and spin   42.6 kcal/mol
Gap between HOMO and LUMO   2.35 eV
DFT total energy   -133090.73816 eV

=====

No. 6
The following is a DFT calculation (ωB97M-V/def2-TZVPD) of a molecular structure, C22H17BrCdN10O6S2.

Last column: Löwdin charge in e.
Element x y z (Å)
Cd  -0.09042  0.02070  0.05433  1.3038
Br  2.26066  -1.51320  -3.26177  0.7419
S  1.63892  -3.44971  0.31814  0.5806
S  -0.65190  -0.51055  2.53934  0.4540
O  1.29302  1.79206  0.88619  -0.1330
O  2.58221  -3.67639  -0.75277  -0.3498
O  -1.79757  -2.44135  -0.44278  0.0189
O  3.31609  2.76969  0.98893  -0.0484
O  -0.32901  0.34728  -2.09167  -0.2229
O  2.20604  -3.16439  1.61330  -0.3256
N  0.20614  4.15153  -0.97540  0.0557
N  -0.57969  4.40422  1.07227  0.1084
N  0.41368  4.56396  0.24266  -0.3158
N  -1.01314  3.63710  -0.96788  0.0284
N  2.52730  0.10551  -1.02145  0.0827
N  1.62218  5.13346  0.64780  0.1136
N  -2.90254  0.37053  3.63832  -0.0014
N  0.47546  -2.39966  -0.06404  -0.1445
N  -2.89062  0.69824  1.41179  -0.0477
N  -2.24317  0.66653  0.18136  -0.1168
C  -3.59136  1.31977  -4.45440  -0.1500
C  4.47280  0.25692  0.36229  -0.0151
C  -1.43368  -6.73173  0.28481  -0.0923
C  3.14830  -0.81867  -1.72859  -0.7408
C  -0.12879  -7.13421  0.58165  -0.0996
C  -2.32031  1.07438  -4.99708  -0.1323
C  -1.37136  0.65434  -2.76753  -0.4000
C  -3.73268  1.22763  -3.08532  -0.0928
C  5.06934  -0.76890  -0.34852  -0.0654
C  -2.21733  0.24131  2.42675  -0.9390
C  -1.25765  0.75094  -4.18901  -0.0361
C  3.19991  0.66392  -0.00730  -0.1923
C  -0.68761  -4.48308  0.10014  -0.1319
C  0.59030  -4.88364  0.40711  -0.2106
C  2.53175  1.84330  0.68694  -0.6427
C  -1.45974  3.79347  0.28496  -0.2496
C  -1.72454  -5.39561  0.03751  -0.0107
C  -0.75103  -3.00062  -0.17028  -0.5660
C  0.90677  -6.20884  0.64188  -0.0483
C  4.41013  -1.30985  -1.43805  -0.1390
C  -3.01778  0.86898  -0.81182  -0.1409
C  -2.67405  0.91048  -2.22402  -0.1604
H  6.04699  -1.14319  -0.06637  0.1001
H  -4.07103  1.03292  -0.57205  0.1063
H  -3.90140  0.43810  3.51541  0.0599
H  4.83092  -2.10728  -2.03242  0.0921
H  -2.17352  1.14088  -6.07136  0.0828
H  -4.43063  1.58149  -5.08699  0.0711
H  1.69428  4.85324  1.62177  0.0796
H  -2.59661  -0.28913  4.33380  0.0354
H  -0.27432  0.55794  -4.60315  0.0921
H  -2.22185  -7.47529  0.24318  0.0906
H  0.07866  -8.18303  0.76139  0.0901
H  1.92335  -6.51122  0.86434  0.1131
H  -4.70737  1.40512  -2.63779  0.0927
H  -2.42168  3.45792  0.63580  0.0838
H  -2.72229  -5.05198  -0.20516  0.1161
H  2.33329  4.56281  0.19234  0.0583
H  4.95970  0.75107  1.18969  0.1097

Values from the calculation:
ΔE to the lowest compared entry with this formula, charge and spin   0.0 kcal/mol
Gap between HOMO and LUMO   6.11 eV
Total charge   -2
DFT total energy   -146555.59459 eV